The following is a DFT calculation (the ωB97M-V functional and the def2-TZVPD basis) of C43H41IO27P as an isolated structure.

CARTESIAN COORDINATES (ANGSTROEM)
C1 -1.99534 2.53068 -0.74731
C2 -0.53278 2.11751 -0.85554
C3 0.35322 2.61867 0.27254
I1 2.41446 2.14244 -0.09046
P1 -0.08113 1.98090 1.91493
C4 0.78626 0.43554 2.42859
O1 -0.03449 -0.33844 3.24226
C5 -1.15324 -0.95073 2.60889
O2 -0.98082 -2.27781 2.29730
C6 -0.03330 -2.60392 1.29103
C7 -0.36113 -2.00281 -0.06941
O3 -0.00392 -2.90659 -1.09366
H1 -2.55924 1.96150 -1.47906
H2 -2.44397 2.34217 0.22387
H3 -2.10849 3.57588 -1.00407
H4 -0.43885 1.04419 -1.00159
H5 -0.14430 2.57146 -1.76486
H6 0.30031 3.70045 0.34307
H7 0.23323 2.98912 2.82147
H8 -1.45512 1.80581 2.03809
H9 1.21437 -0.07880 1.56866
H10 1.63169 0.76870 3.02734
H11 -1.96086 -0.91938 3.33297
H12 -1.49874 -0.37715 1.73882
H13 -0.07708 -3.68363 1.17990
H14 0.99075 -2.38237 1.59245
H15 -1.42310 -1.75141 -0.11833
H16 0.18216 -1.06100 -0.20045
H17 0.61617 -2.46124 -1.68103
C8 0.70090 5.66853 -3.07160
C9 1.40878 6.70156 -3.55045
C10 0.78235 7.76646 -4.41381
O4 1.50082 8.66942 -4.78767
C11 -0.62855 7.64481 -4.74119
C12 -1.33318 6.61034 -4.26263
C13 -0.70820 5.56089 -3.38610
O5 -1.42128 4.65636 -2.97632
O6 -2.62159 6.43094 -4.51963
O7 2.69565 6.86981 -3.30817
H18 1.14650 4.89876 -2.45583
H19 -1.06781 8.40513 -5.37088
H20 -2.89185 5.61388 -4.06048
H21 2.96466 7.69271 -3.76938
C14 -2.28129 0.40883 7.76806
C15 -1.81880 -0.43733 6.83934
C16 -2.66169 -1.56268 6.29855
O8 -2.18217 -2.27951 5.43698
C17 -4.00059 -1.73839 6.82744
C18 -4.46431 -0.89343 7.76042
C19 -3.63246 0.24694 8.28304
O9 -4.13473 0.97762 9.11241
O10 -5.67208 -0.98702 8.28850
O11 -0.59292 -0.34184 6.33069
H22 -1.68618 1.21987 8.16334
H23 -4.58945 -2.56000 6.44452
H24 -5.75236 -0.25623 8.93370
H25 -0.49499 -1.06831 5.68514
C20 -4.38219 -2.32520 2.27812
C21 -5.09858 -3.45145 2.13826
C22 -6.59598 -3.46242 2.31655
O12 -7.16998 -4.51941 2.15600
C23 -7.25895 -2.21569 2.67050
C24 -6.53521 -1.09705 2.80804
C25 -5.04619 -1.08645 2.60395
O13 -4.45818 -0.01794 2.72673
O14 -7.06490 0.07758 3.12751
O15 -4.56674 -4.62042 1.83820
H26 -3.31177 -2.30381 2.14645
H27 -8.33022 -2.23563 2.81089
H28 -6.32730 0.71533 3.15964
H29 -5.30797 -5.25913 1.79872
C26 4.10746 -3.57460 -0.84795
C27 5.17612 -4.31499 -1.19628
C28 6.58657 -3.88990 -0.87096
O16 7.48703 -4.62771 -1.21051
C29 6.78394 -2.62857 -0.17463
C30 5.71870 -1.89728 0.16673
C31 4.31243 -2.33123 -0.14460
O17 3.41268 -1.58190 0.22296
O18 5.80777 -0.73446 0.80645
O19 5.08552 -5.45898 -1.84048
H30 3.09459 -3.87694 -1.07342
H31 7.79688 -2.32404 0.04670
H32 4.88885 -0.43629 0.94182
H33 6.00145 -5.78507 -1.96033
C32 7.77022 6.60776 -4.57672
C33 8.31028 5.81654 -5.51601
C34 7.60924 4.58188 -6.02029
O20 8.16376 3.93171 -6.88339
C35 6.31784 4.23689 -5.44647
C36 5.78499 5.02544 -4.50537
C37 6.47541 6.27196 -4.02031
O21 5.89532 6.93805 -3.18016
O22 4.61323 4.79200 -3.92596
O23 9.48506 6.05153 -6.07453
H34 8.26257 7.49807 -4.21267
H35 5.82806 3.34292 -5.80548
H36 4.47089 5.52196 -3.29036
H37 9.63361 5.33426 -6.72252
C38 -3.48418 -7.87967 -2.24711
C39 -2.16977 -7.91337 -1.98649
C40 -1.39573 -6.67238 -1.63000
O24 -0.20901 -6.79593 -1.38903
C41 -2.09990 -5.40344 -1.59313
C42 -3.41208 -5.37117 -1.85502
C43 -4.19258 -6.61307 -2.18974
O25 -5.38492 -6.48485 -2.39431
O26 -4.13482 -4.25609 -1.84014
O27 -1.45006 -9.02514 -2.01591
H38 -4.05012 -8.76457 -2.50068
H39 -1.52816 -4.51905 -1.35100
H40 -5.04767 -4.52817 -2.06435
H41 -0.53619 -8.76744 -1.78463

charge = +1
multiplicity = 1

Atom charges from the Löwdin analysis, given in e for atoms 1 to 8: -0.089 -0.367 -0.900 0.972 1.075 -0.363 -0.122 -0.278

---

The following is a DFT calculation (the ωB97M-V functional and the def2-TZVPD basis) of C43H42AsBrCaCl3N11O4S5Se as an isolated structure at a distorted geometry.

CARTESIAN COORDINATES (ANGSTROEM)
Ca1 0.60906 0.37918 -0.77063
S1 5.49966 -0.48096 -0.38154
As1 4.05072 1.12801 -0.46383
S2 2.58181 0.72825 1.19340
S3 2.89256 1.03320 -2.33233
S4 4.96071 3.05717 -0.18060
O1 -1.79114 3.95975 -6.41650
C1 -1.30231 3.16599 -5.42042
C2 -1.20156 3.59608 -4.10416
C3 -0.69125 2.72175 -3.16307
N1 -0.29502 1.47496 -3.45079
C4 -0.40047 1.10700 -4.70710
Br1 0.20681 -0.63819 -5.15038
C5 -0.89223 1.88638 -5.74442
H1 -1.99162 4.82491 -6.04370
H2 -1.49880 4.59605 -3.80847
H3 -0.58748 3.01947 -2.13101
H4 -0.93643 1.52085 -6.75852
N2 -2.88101 -3.82988 1.03630
C6 -1.98264 -2.85581 1.46977
C7 -1.07864 -2.24606 0.58925
N3 -0.25457 -1.30008 1.00416
C8 -0.27171 -0.98735 2.29941
C9 -1.13001 -1.63482 3.16654
N4 -1.99759 -2.55877 2.76143
H5 -3.21323 -3.70912 0.09138
H6 -3.63847 -3.94594 1.69349
H7 -1.01618 -2.53424 -0.45542
H8 0.42950 -0.22657 2.62233
H9 -1.12856 -1.39093 4.22281
C10 0.55430 6.34357 0.25638
N5 1.63277 5.37166 0.23779
C11 2.97918 5.86576 -0.03563
C12 1.31830 4.15190 -0.19251
N6 1.02554 3.09930 -0.55770
H10 0.76142 7.09425 1.02191
H11 -0.38913 5.84828 0.50138
H12 0.45389 6.85662 -0.71045
H13 3.28690 6.51698 0.78476
H14 2.99854 6.43387 -0.97373
H15 3.66034 5.01328 -0.11222
Cl1 3.46248 -0.37065 5.13531
C13 3.62435 -1.65187 3.97013
C14 2.52690 -2.43615 3.66961
C15 2.65642 -3.43422 2.71988
C16 3.86244 -3.67375 2.06382
C17 4.01335 -4.70653 0.95523
C18 4.29447 -4.09900 -0.43142
N7 3.17118 -3.40125 -1.02095
C19 2.59715 -3.67550 -2.24253
C20 1.58584 -2.77401 -2.39085
N8 1.55299 -1.93811 -1.30051
C21 2.55002 -2.31211 -0.52649
O2 2.98015 -5.68988 0.96886
C22 1.74426 -5.40388 0.34856
C23 0.61138 -6.10738 1.03373
C24 0.60012 -6.91945 2.12512
Cl2 1.89636 -7.49147 3.10588
S5 -0.99013 -7.42334 2.56480
C25 -1.67504 -6.52754 1.27439
C26 -0.72202 -5.89280 0.55416
C27 4.95611 -2.91474 2.46792
Cl3 6.55482 -3.30728 1.89443
C28 4.85046 -1.88079 3.38242
H16 1.58064 -2.25706 4.16209
H17 1.79495 -4.04483 2.50099
H18 4.90710 -5.28861 1.18646
H19 4.55739 -4.91371 -1.10843
H20 5.12900 -3.39554 -0.36702
H21 2.95263 -4.47766 -2.86698
H22 0.88923 -2.67072 -3.20373
H23 2.83619 -1.80719 0.38724
H24 1.75528 -5.69544 -0.70841
H25 1.51493 -4.33735 0.35662
H26 -2.74232 -6.48422 1.13159
H27 -0.94096 -5.24069 -0.28048
H28 5.70433 -1.25732 3.59853
C29 -2.64059 7.21661 2.25494
C30 -2.53025 5.77371 1.83560
C31 -1.63887 4.91361 2.46461
C32 -1.48614 3.58806 2.06532
C33 -0.48052 2.69338 2.73003
C34 -2.26991 3.11416 1.01101
C35 -3.15776 3.96187 0.35424
C36 -3.97066 3.44097 -0.80194
C37 -3.28207 5.28211 0.77527
C38 -2.12358 1.67424 0.55102
O3 -2.78777 0.78827 1.10239
O4 -1.31311 1.52811 -0.41054
H29 -2.17402 7.37826 3.22737
H30 -3.68272 7.53688 2.32188
H31 -2.14283 7.87629 1.53894
H32 -1.02481 5.28482 3.27984
H33 0.04237 3.21604 3.53151
H34 0.27924 2.34859 2.01919
H35 -0.97188 1.81165 3.14654
H36 -4.55059 2.56735 -0.49598
H37 -3.32157 3.13326 -1.62655
H38 -4.66212 4.19913 -1.17303
H39 -3.98115 5.93750 0.26197
Se1 -2.66302 -4.83280 -2.96891
N9 -4.12202 -4.05804 -2.29974
C39 -3.85166 -2.77460 -2.22176
C40 -4.73899 -1.76865 -1.70132
C41 -4.27219 -0.50940 -1.66165
C42 -2.92843 -0.19909 -2.12879
N10 -2.08483 -1.06007 -2.58952
C43 -2.52917 -2.36369 -2.65804
N11 -1.75306 -3.32483 -3.09915
H40 -5.71779 -2.05390 -1.33943
H41 -4.85743 0.30246 -1.25321
H42 -2.58451 0.82407 -2.03948

charge = -2
multiplicity = 1
energy above the lowest of the compared OMol25 structures with the same formula, charge and spin = 25.25 kcal/mol

Atom charges from the Löwdin analysis, given in e for atoms 1 to 8: 0.891 -0.210 -0.493 -0.123 -0.210 -0.183 0.052 -0.321

---

The following is a DFT calculation (the ωB97M-V functional and the def2-TZVPD basis) of C43H42GaN2S2Sb2 as an isolated structure.

CARTESIAN COORDINATES (ANGSTROEM)
Ga1 -0.84446 -0.24295 -2.51394
S1 -2.26137 -1.63550 -3.95893
C1 -2.00557 -0.16905 -4.83225
N1 -1.43600 0.84372 -4.21978
C2 -1.22341 1.94716 -5.05436
C3 -0.61663 3.14894 -4.70136
C4 -0.49359 4.13202 -5.66586
C5 -0.96909 3.92947 -6.96586
C6 -1.57406 2.73665 -7.32364
C7 -1.69289 1.74647 -6.35209
S2 -2.37350 0.14208 -6.48966
H1 -0.24742 3.29624 -3.69451
H2 -0.02279 5.07514 -5.41097
H3 -0.86412 4.71503 -7.70226
H4 -1.94435 2.57721 -8.33181
C8 1.94896 -1.61687 -0.86919
C9 1.60563 -3.07063 -0.50617
C10 0.14380 -3.47625 -0.74646
Sb1 -0.93168 -2.60418 0.89641
C11 -2.95103 -2.94077 0.37088
C12 -3.63982 -4.11044 0.68905
C13 -4.97570 -4.24577 0.33036
C14 -5.63067 -3.21530 -0.33762
C15 -4.95422 -2.03910 -0.64116
C16 -3.61906 -1.89912 -0.27895
C17 -0.50401 -4.15411 2.28155
C18 -0.07366 -3.77904 3.55814
C19 0.26162 -4.74707 4.50067
C20 0.17150 -6.09319 4.17357
C21 -0.25003 -6.47693 2.90570
C22 -0.58489 -5.51244 1.96085
Sb2 1.04657 0.05465 0.18673
C23 -0.80680 0.99574 0.73070
C24 -1.34021 1.91739 -0.16240
C25 -2.53874 2.55818 0.13083
C26 -3.19286 2.28728 1.32488
C27 -2.63954 1.38873 2.23386
C28 -1.44611 0.73808 1.93864
C29 1.98094 -0.22429 2.07243
C30 1.65217 0.57461 3.16787
C31 2.18577 0.29817 4.41901
C32 3.04995 -0.78055 4.58535
C33 3.39714 -1.56605 3.49365
C34 2.86587 -1.28769 2.24092
H5 1.70053 -1.43512 -1.90669
H6 3.01249 -1.40239 -0.72531
H7 1.86763 -3.28404 0.53172
H8 2.27253 -3.69225 -1.10931
H9 0.01698 -4.55817 -0.73659
H10 -0.23182 -3.10987 -1.70173
H11 -3.14330 -4.91581 1.22079
H12 -5.50637 -5.16032 0.56971
H13 -6.67427 -3.32624 -0.61147
H14 -5.46486 -1.23120 -1.15288
H15 -3.10803 -0.96603 -0.49412
H16 0.01252 -2.72962 3.82043
H17 0.59429 -4.44825 5.48756
H18 0.42860 -6.84723 4.90811
H19 -0.31630 -7.52943 2.65022
H20 -0.91064 -5.82897 0.97572
H21 -0.81784 2.16416 -1.08081
H22 -2.95482 3.27026 -0.57356
H23 -4.13160 2.78010 1.55202
H24 -3.14267 1.18155 3.17279
H25 -1.04221 0.02648 2.64514
H26 0.98079 1.41610 3.06205
H27 1.92943 0.92997 5.26382
H28 3.45623 -1.00339 5.56508
H29 4.08400 -2.39767 3.61261
H30 3.17576 -1.89566 1.40253
C35 1.90773 4.72732 2.81298
N2 2.40211 4.17265 1.56283
C36 3.60223 3.35321 1.73515
C37 1.33917 3.47693 0.86212
C38 1.79694 3.02364 -0.50895
C39 2.21517 4.01374 -1.40224
C40 2.69068 3.69937 -2.66468
C41 2.76473 2.36961 -3.06520
C42 2.34350 1.37571 -2.19823
C43 1.85225 1.69099 -0.92253
H31 2.72474 5.19783 3.35717
H32 1.45112 3.96651 3.47017
H33 1.15355 5.48989 2.60886
H34 4.23187 3.79380 2.50680
H35 4.18138 3.31380 0.81122
H36 3.37700 2.32022 2.03831
H37 0.50167 4.16958 0.75112
H38 0.96056 2.63023 1.44042
H39 2.18395 5.04692 -1.06793
H40 3.00859 4.48986 -3.33671
H41 3.14670 2.10813 -4.04558
H42 2.41567 0.34739 -2.52572

charge = +1
multiplicity = 1

Atom charges from the Löwdin analysis, given in e for atoms 1 to 8: 0.621 0.571 -1.140 -0.135 -0.293 -0.016 -0.071 -0.075

---

The following is a DFT calculation (the ωB97M-V functional and the def2-TZVPD basis) of C43H43Br3NO4PSi2Y as an isolated structure at a distorted geometry.

CARTESIAN COORDINATES (ANGSTROEM)
Y1 0.31172 0.80319 0.57969
C1 -3.10377 2.44033 1.50741
C2 -2.09961 2.78764 2.56304
C3 -2.46407 3.66056 3.61011
C4 -1.58251 3.93389 4.61273
C5 -0.30562 3.33654 4.60033
C6 0.66966 3.50480 5.60417
Br1 0.30905 4.61165 7.11685
C7 1.88990 2.89464 5.52101
C8 2.18641 2.10846 4.41079
Br2 3.89093 1.29081 4.26341
C9 1.29917 1.89633 3.35182
O1 1.62117 1.21033 2.31335
C10 0.00212 2.51442 3.48540
N1 -0.89617 2.25733 2.49505
H1 -4.11581 2.58882 1.88438
H2 -2.97816 1.40411 1.20966
H3 -2.96559 3.06489 0.62389
H4 -3.45012 4.10553 3.61036
H5 -1.85526 4.59847 5.42077
H6 2.62419 3.02261 6.30319
O2 -0.90270 2.16818 -0.52355
C11 -1.27700 2.31274 -1.71223
C12 -2.48794 1.78120 -2.28084
C13 -3.33945 2.59202 -3.06341
C14 -4.29798 2.04288 -3.87488
C15 -4.42157 0.65470 -3.98771
C16 -3.60041 -0.15900 -3.23618
C17 -2.65305 0.36979 -2.35283
P1 -1.63851 -0.71828 -1.29102
C18 -2.87075 -1.24795 -0.03160
C19 -2.50617 -2.27459 0.84303
C20 -3.37514 -2.70276 1.82929
C21 -4.62495 -2.10874 1.95225
C22 -4.99827 -1.09505 1.08730
C23 -4.12546 -0.66481 0.09475
C24 -1.60028 -2.23130 -2.35536
C25 -2.31348 -3.40743 -2.14697
C26 -2.19648 -4.46946 -3.03536
C27 -1.37026 -4.37234 -4.14307
C28 -0.67197 -3.19518 -4.37415
C29 -0.79191 -2.13838 -3.48956
H7 -3.21505 3.66744 -3.01269
H8 -4.95298 2.68625 -4.45041
H9 -5.15608 0.22089 -4.65400
H10 -3.72273 -1.23248 -3.30142
H11 -1.53085 -2.73351 0.74267
H12 -3.07163 -3.48051 2.51754
H13 -5.30510 -2.43749 2.72847
H14 -5.97424 -0.63364 1.18041
H15 -4.42174 0.12174 -0.58900
H16 -2.97745 -3.50431 -1.30144
H17 -2.76334 -5.37434 -2.85303
H18 -1.26912 -5.20844 -4.82392
H19 -0.02762 -3.10432 -5.23986
H20 -0.25741 -1.21229 -3.66790
Br3 5.19993 -5.06109 2.24870
C30 3.61642 -4.00499 2.35173
C31 3.65441 -2.68736 1.93552
C32 2.49664 -1.92785 2.01243
C33 1.32831 -2.47467 2.52978
C34 1.32182 -3.79731 2.95368
C35 2.46097 -4.58019 2.85170
C36 0.05736 -1.65620 2.66724
O3 -0.63521 -1.80814 3.65778
O4 -0.20890 -0.86994 1.67491
H21 4.57220 -2.26583 1.54881
H22 2.51566 -0.89517 1.68924
H23 0.41036 -4.21389 3.36323
H24 2.45214 -5.61660 3.15924
C37 4.74523 2.20738 -0.89449
Si1 2.87112 2.42494 -1.07927
C38 2.35409 3.50871 0.40485
C39 2.53112 3.48944 -2.61808
C40 1.84099 0.86444 -1.22019
Si2 2.58285 -0.67656 -1.95984
C41 2.39753 -0.64423 -3.86478
C42 4.44482 -0.98328 -1.73483
C43 1.77090 -2.28867 -1.32281
H25 5.21722 3.16651 -0.66764
H26 5.19773 1.81589 -1.80740
H27 4.97935 1.51942 -0.07829
H28 2.60354 4.56096 0.24979
H29 2.85595 3.17569 1.31499
H30 1.27192 3.46160 0.57392
H31 3.06954 4.44176 -2.60884
H32 1.46002 3.70211 -2.67694
H33 2.81160 2.94848 -3.52628
H34 1.07290 1.15763 -1.96174
H35 3.22649 -0.08988 -4.31245
H36 1.47378 -0.15009 -4.17647
H37 2.40252 -1.65334 -4.28854
H38 5.02905 -0.30570 -2.35994
H39 4.67524 -2.00723 -2.04070
H40 4.77648 -0.85755 -0.70115
H41 0.93519 -2.08021 -0.65015
H42 2.49128 -2.89166 -0.76662
H43 1.39086 -2.90396 -2.14080

charge = -1
multiplicity = 1
energy above the lowest of the compared OMol25 structures with the same formula, charge and spin = 29.96 kcal/mol

Atom charges from the Löwdin analysis, given in e for atoms 1 to 8: 1.346 -0.019 -0.292 -0.013 -0.028 -0.191 -0.626 0.724

---

| no. | HOMO-LUMO gap (eV) |
| --- | --- |
| 1 | 7.43 |
| 2 | 3.21 |
| 3 | 7.66 |
| 4 | 6.57 |